# 1
C39H35N4O5P2Re | the ωB97M-V functional and the def2-TZVPD basis

Last column: Mulliken spin population.
Positions of all 86 atoms, in Å:
1 Re -0.55678 0.83343 1.07196  0.93
2 O -4.17105 2.49513 -0.39833  0.00
3 C -2.95438 2.19542 -0.10264  0.02
4 O -2.61778 1.22126 0.57622  0.00
5 C -1.90130 3.07263 -0.71051  -0.01
6 O -0.66591 2.89865 -0.00744  0.03
7 C -0.44118 3.96245 0.96429  0.01
8 C -1.04907 3.52353 2.28827  0.00
9 O -1.60522 4.19117 3.08796  0.02
10 O -0.83636 2.19356 2.41991  0.05
11 H -4.82162 1.86671 -0.03242  0.00
12 H -1.77418 2.75037 -1.74665  0.00
13 H -2.22274 4.11376 -0.71168  0.00
14 H 0.63060 4.09998 1.06965  0.00
15 H -0.87666 4.88959 0.59903  0.00
16 C 4.69180 2.91983 2.05849  -0.01
17 C 4.61700 1.86567 2.96341  0.00
18 C 3.50432 1.04960 2.99870  -0.01
19 C 2.45398 1.29543 2.10819  -0.03
20 C 2.53122 2.34425 1.19694  0.01
21 C 3.64860 3.15861 1.17395  0.00
22 N 1.26339 0.51570 2.15483  -0.05
23 N 1.23861 -0.32331 3.08693  0.09
24 C 0.00354 -0.88626 3.34678  -0.01
25 C -0.14959 -1.72456 4.43303  0.01
26 C -1.43237 -2.13179 4.76930  0.01
27 C -2.50170 -1.68527 4.00757  0.00
28 C -2.26587 -0.88025 2.90875  0.03
29 N -1.02856 -0.48552 2.57822  -0.03
30 H 5.56776 3.55462 2.04400  0.00
31 H 5.42906 1.68771 3.65484  0.00
32 H 3.44461 0.24208 3.71172  0.00
33 H 1.73734 2.50321 0.48366  0.01
34 H 3.71585 3.96984 0.46134  0.00
35 H 0.72221 -2.00951 5.00467  0.00
36 H -1.59810 -2.77315 5.62443  0.00
37 H -3.51767 -1.96576 4.24697  0.00
38 H -3.06786 -0.53614 2.27015  0.00
39 N 0.48975 -1.45152 -0.74906  0.04
40 P 0.88465 0.17454 -0.95563  -0.06
41 C 0.38479 0.75207 -2.58984  0.01
42 C 0.37628 2.10567 -2.92718  0.00
43 C 0.07702 2.49940 -4.22235  0.00
44 C -0.20689 1.54438 -5.19074  0.00
45 C -0.16231 0.19416 -4.86935  0.00
46 C 0.13852 -0.20302 -3.57597  0.00
47 C 2.67533 0.21409 -0.99541  0.01
48 C 3.33526 1.10191 -1.84742  0.00
49 C 4.71830 1.09629 -1.90849  0.00
50 C 5.44414 0.20120 -1.13377  0.00
51 C 4.78958 -0.69269 -0.29353  0.00
52 C 3.40792 -0.68662 -0.21852  0.00
53 P -1.11076 -1.36438 -0.18556  -0.10
54 C -2.25236 -1.46970 -1.57787  0.00
55 C -2.78549 -0.34498 -2.20643  0.00
56 C -3.55569 -0.47105 -3.34929  0.00
57 C -3.78341 -1.72824 -3.89420  0.00
58 C -3.22789 -2.85464 -3.30096  0.00
59 C -2.47123 -2.73098 -2.14714  0.00
60 C -1.37446 -2.87543 0.75410  0.02
61 C -0.28769 -3.56256 1.29649  0.00
62 C -0.49361 -4.75227 1.98022  0.00
63 C -1.78078 -5.25043 2.13657  0.00
64 C -2.86763 -4.56130 1.60965  0.00
65 C -2.66815 -3.37922 0.91841  -0.01
66 H 0.84163 -2.18639 -1.35833  0.00
67 H 0.67009 2.85284 -2.19764  0.00
68 H 0.09133 3.54888 -4.48596  0.00
69 H -0.43731 1.85093 -6.20204  0.00
70 H -0.35579 -0.55141 -5.62854  0.00
71 H 0.17064 -1.26242 -3.35502  0.00
72 H 2.78133 1.77965 -2.48240  0.00
73 H 5.23062 1.77712 -2.57465  0.00
74 H 6.52412 0.18718 -1.19628  0.00
75 H 5.35860 -1.40049 0.29398  0.00
76 H 2.90423 -1.38763 0.43730  0.00
77 H -2.55841 0.64540 -1.84079  0.00
78 H -3.97001 0.40850 -3.82376  0.00
79 H -4.38688 -1.82986 -4.78626  0.00
80 H -3.39164 -3.83257 -3.73260  0.00
81 H -2.05815 -3.62246 -1.69402  0.00
82 H 0.72066 -3.18434 1.17600  0.00
83 H 0.35191 -5.29882 2.37579  0.00
84 H -1.93700 -6.18501 2.65869  0.00
85 H -3.86788 -4.95721 1.72244  0.00
86 H -3.51923 -2.86927 0.48282  0.00

Force components x, y, z for each atom (eV/Å):
0.00 -0.23 -0.57
-0.03 -0.01 0.00
0.18 0.08 -0.03
-0.17 -0.12 0.22
-0.20 0.07 -0.04
0.10 -0.10 -0.07
-0.21 0.49 0.08
0.19 -0.33 -0.35
0.02 0.19 0.00
-0.14 -0.30 0.38
0.00 0.02 0.01
0.12 0.00 -0.06
0.06 -0.01 -0.02
0.03 -0.06 0.04
-0.02 -0.03 0.03
0.03 0.04 -0.01
-0.01 -0.04 0.03
0.00 0.08 -0.01
0.11 0.10 -0.08
0.12 -0.06 0.02
-0.02 -0.02 -0.03
-0.03 0.10 0.11
0.09 -0.03 -0.01
-0.05 -0.04 0.04
0.07 0.04 -0.05
-0.07 0.00 0.00
-0.01 -0.05 0.00
0.04 0.05 -0.06
-0.07 -0.03 0.27
-0.01 0.01 0.00
0.01 0.00 -0.01
-0.01 0.01 0.00
-0.03 -0.01 -0.06
0.00 0.01 0.01
0.00 0.00 0.00
0.01 0.00 0.00
0.00 0.00 0.01
-0.01 0.01 0.03
-0.22 0.19 -0.13
0.15 0.03 0.17
-0.04 -0.16 0.04
0.07 0.11 0.08
0.00 0.04 -0.01
0.01 -0.07 0.00
0.01 0.07 -0.02
-0.07 -0.02 -0.02
-0.07 -0.03 -0.02
0.03 0.01 -0.02
0.03 -0.02 0.02
0.00 0.00 0.00
0.00 -0.01 0.00
-0.01 0.02 0.09
0.05 -0.12 -0.16
0.08 -0.03 0.01
0.03 0.07 0.01
-0.02 -0.02 -0.01
0.01 0.00 0.01
-0.02 0.03 -0.01
-0.02 -0.02 0.01
0.03 0.10 -0.06
0.03 0.04 0.07
-0.02 0.01 0.00
0.02 0.02 0.00
0.01 -0.02 0.03
-0.07 0.03 -0.01
0.02 -0.02 0.03
-0.12 0.02 0.02
-0.01 0.00 0.01
0.00 0.01 0.00
0.01 -0.01 0.00
-0.03 0.01 0.03
0.05 -0.02 0.02
0.00 0.00 -0.01
0.00 0.01 0.01
0.00 0.00 0.00
0.00 0.00 0.00
0.00 -0.07 -0.01
0.00 0.01 -0.01
0.00 0.00 0.00
0.00 -0.01 0.00
0.01 -0.01 0.01
0.00 0.00 -0.03
0.00 0.00 0.01
0.00 0.00 0.00
0.00 0.00 -0.01
0.01 0.02 0.00

Values from the calculation:
total charge	+3
HOMO (alpha / beta)	-16.544 / -16.526	eV
multiplicity	2
LUMO (alpha / beta)	-9.72 / -10.70	eV
relative energy (zero: lowest compared OMol25 entry of this formula, charge and spin)	2.2	kcal/mol

# 2
C19H7Cl3F5N3O5SV | the ωB97M-V functional and the def2-TZVPD basis

Last column: natural (NBO) charge in e.
Positions of all 44 atoms, in Å:
1 V 0.13635 0.31080 -1.02118  1.14
2 C -0.08048 2.11168 2.40039  -0.67
3 C -1.20937 1.87117 1.47251  0.46
4 N -1.15588 1.22022 0.32437  -0.40
5 C -2.40806 1.26772 -0.24932  -0.03
6 C -3.24710 1.94924 0.57831  0.07
7 N -2.47401 2.30881 1.64512  -0.46
8 C -4.69375 2.32455 0.51054  0.76
9 O -5.34361 1.96222 -0.57370  -0.64
10 O -5.17785 2.91950 1.43123  -0.54
11 C -2.48364 0.73212 -1.62737  0.80
12 O -3.47867 0.69916 -2.29403  -0.51
13 O -1.25642 0.35044 -1.97296  -0.54
14 H 0.84156 1.75188 1.95043  0.25
15 H -0.23622 1.57747 3.33805  0.27
16 H 0.01576 3.17431 2.62272  0.26
17 H -2.84175 2.82228 2.43583  0.47
18 H -4.80836 1.49653 -1.24688  0.52
19 Cl 6.96935 -1.49460 -1.82300  0.09
20 C 5.37786 -1.09389 -1.34524  0.00
21 C 4.39593 -0.94400 -2.32272  -0.24
22 C 3.12907 -0.60897 -1.91385  -0.06
23 Cl 1.77370 -0.37158 -2.96434  0.22
24 C 2.81561 -0.41726 -0.56184  0.25
25 O 1.56551 -0.05174 -0.32435  -0.41
26 C 3.80777 -0.59355 0.40146  -0.06
27 Cl 3.37866 -0.37497 2.04789  0.08
28 C 5.08919 -0.92370 0.00557  -0.23
29 H 4.63256 -1.09365 -3.36693  0.27
30 H 5.86739 -1.05164 0.74460  0.27
31 F -0.52727 -0.72490 2.25650  -0.32
32 C -0.72804 -1.67069 1.32370  0.37
33 C -0.58076 -1.36434 -0.01586  -0.31
34 C -0.73663 -2.41731 -0.90275  0.35
35 F -0.53530 -2.18891 -2.21776  -0.31
36 C -1.05225 -3.70489 -0.50479  0.26
37 F -1.18131 -4.67225 -1.39882  -0.27
38 C -1.21765 -3.96653 0.84611  0.31
39 F -1.51718 -5.18246 1.25533  -0.26
40 C -1.04629 -2.94297 1.76701  0.26
41 F -1.16861 -3.18306 3.06344  -0.27
42 S 0.34068 4.83085 -1.27391  0.18
43 C 0.46617 3.27713 -1.24949  0.20
44 N 0.58331 2.07978 -1.25005  -0.57

Force components x, y, z for each atom (eV/Å):
-1.11 1.37 1.59
-0.04 -0.02 0.11
0.16 -0.05 -0.13
-0.31 -0.14 -0.03
0.15 0.00 -0.12
-0.03 -0.15 -0.25
-0.11 0.00 0.06
0.34 -0.02 0.16
-0.36 0.05 -0.11
-0.03 0.01 -0.02
-1.37 0.71 0.96
0.46 -0.19 -0.16
-2.35 -0.72 -3.35
0.02 0.01 0.01
0.00 0.00 -0.01
0.00 0.01 -0.04
0.00 0.03 0.01
0.11 -0.01 0.04
0.16 -0.05 -0.03
-0.35 0.09 0.11
0.08 -0.08 -0.25
0.00 0.13 0.74
-0.06 -0.13 -0.54
1.25 -0.37 -0.56
3.72 -1.12 1.96
-0.49 0.13 -0.12
0.08 0.00 0.10
0.14 -0.06 -0.05
-0.01 0.02 0.01
-0.02 0.00 0.01
-0.01 -0.04 0.10
0.07 0.16 -0.08
-0.24 -0.29 0.05
-0.02 0.11 0.04
-0.05 -0.18 -0.04
0.02 0.06 0.02
-0.02 -0.06 -0.02
0.04 0.14 -0.06
-0.03 -0.12 0.04
0.02 0.11 -0.08
-0.03 -0.06 0.08
0.01 -0.16 0.01
-0.11 0.16 0.18
0.32 0.74 -0.32

Values from the calculation:
total charge	+1
HOMO	-12.408	eV
multiplicity	1
LUMO	-6.25	eV
relative energy (zero: lowest compared OMol25 entry of this formula, charge and spin)	29.9	kcal/mol

# 3
C4H7N3S | the ωB97M-V functional and the def2-TZVPD basis

Last column: natural (NBO) charge in e.
Positions of all 15 atoms, in Å:
1 H 1.28481 -0.84327 1.89420  0.34
2 N 0.36703 -0.36488 1.90856  -0.70
3 C 0.14696 -0.03125 0.68870  0.35
4 N -0.98832 0.41087 0.18001  -0.59
5 C -2.07113 0.44077 1.10358  0.00
6 C -3.24683 1.09165 0.80361  -0.45
7 C 1.15618 -0.28536 -0.41117  0.07
8 N 2.45430 -0.35688 0.07080  -0.79
9 S 0.91773 -0.45632 -2.05416  -0.13
10 H -1.04529 0.69640 -0.80246  0.44
11 H -1.95892 -0.11393 1.99620  0.23
12 H -3.28836 1.66043 -0.12383  0.18
13 H -4.16146 1.22342 1.35884  0.22
14 H 2.63816 0.15784 0.96210  0.41
15 H 3.10524 -0.59848 -0.64239  0.42

Force components x, y, z for each atom (eV/Å):
-0.79 0.28 0.49
0.74 -0.16 -0.43
1.69 -1.23 -1.07
-2.34 0.68 1.42
-3.29 2.03 -2.21
2.27 -0.34 -0.45
2.57 0.00 -0.37
-2.45 0.77 0.92
-0.47 0.04 1.18
-0.07 -0.29 0.72
0.48 -0.43 0.62
0.14 -0.12 -0.06
0.29 -0.61 0.64
0.32 -0.89 -1.44
0.91 0.24 0.02

Values from the calculation:
SMILES string	[H]/N=C(/NC=C)C(N)=S
HOMO	-8.680	eV
multiplicity	1
LUMO	-0.44	eV
relative energy (zero: lowest compared OMol25 entry of this formula, charge and spin)	41.7	kcal/mol

# 4
C4H5NS | the ωB97M-V functional and the def2-TZVPD basis

Last column: natural (NBO) charge in e.
Positions of all 11 atoms, in Å:
1 N 2.26375 -1.58328 0.18624  -0.32
2 C 1.61368 -0.69776 -0.18242  0.27
3 C 0.71888 0.46773 -0.50502  -0.47
4 C -0.40077 0.60832 0.47059  -0.49
5 C -1.31686 -0.45425 0.27039  -0.22
6 S -2.86915 -0.81219 -0.13339  0.07
7 H 0.40732 0.16231 -1.47868  0.25
8 H 1.27603 1.36899 -0.51771  0.26
9 H -0.89203 1.55221 0.24154  0.23
10 H 0.05233 0.72692 1.47436  0.26
11 H -0.85319 -1.33899 0.17411  0.17

Force components x, y, z for each atom (eV/Å):
-0.74 0.95 -0.65
0.52 -0.06 1.13
1.57 -2.20 -0.07
-0.13 3.01 0.72
-3.61 -1.29 -0.54
0.61 1.64 0.54
-0.69 0.60 -0.98
0.75 0.72 -0.31
-0.05 0.32 0.18
-0.57 -0.47 -0.23
2.36 -3.22 0.20

Values from the calculation:
SMILES string	N#CCCC=S
HOMO	-8.961	eV
multiplicity	1
LUMO	-0.62	eV
relative energy (zero: lowest compared OMol25 entry of this formula, charge and spin)	39.1	kcal/mol

# 5
C26H54ClN3P | the ωB97M-V functional and the def2-TZVPD basis

Last column: Mulliken charge in e.
Positions of all 85 atoms, in Å:
1 C -10.54583 4.98965 -3.40075  -0.90
2 C -10.91557 4.31689 -1.92470  -0.37
3 C -10.79020 2.65745 -2.07012  -0.46
4 C -9.21941 2.30546 -1.67114  -0.56
5 C -8.88257 0.68607 -1.70720  -0.49
6 C -7.60309 0.33383 -2.66954  -0.65
7 C -6.75756 -1.00910 -2.22523  -0.60
8 C -5.22852 -0.66851 -1.66832  -0.64
9 C -4.05412 -0.86574 -2.79647  -0.58
10 C -3.02230 -2.10858 -2.51616  -0.70
11 C -1.97794 -1.87099 -1.27155  -0.52
12 C -0.51386 -1.23424 -1.73992  -0.55
13 C 0.75607 -2.26211 -1.44909  -0.63
14 C 2.22597 -1.59934 -1.74931  -0.58
15 C 3.05538 -1.12125 -0.41516  -0.95
16 C 4.36611 -2.05738 -0.10513  0.05
17 C 3.95492 -2.73539 1.36719  -0.99
18 N 4.93845 -1.96826 2.22236  0.41
19 C 4.51883 -1.57548 3.62015  -1.02
20 C 4.42094 0.03732 3.89495  -0.22
21 C 5.38555 0.35501 5.19970  -0.68
22 C 6.06344 1.84761 5.19357  -0.60
23 C 5.06742 3.06390 4.72856  -0.38
24 C 5.86296 3.90599 3.54615  -0.89
25 C 6.08122 -1.21715 1.57775  0.04
26 N 7.12079 -0.55726 2.18486  -0.09
27 Cl 8.32026 0.29590 1.28249  0.04
28 N 5.73519 -1.37024 0.08359  0.03
29 P 6.99630 -2.35884 -0.69954  0.12
30 C 8.08798 -1.35770 -1.90470  -0.79
31 C 8.10879 -3.23690 0.59198  -0.85
32 H -10.75205 6.15635 -3.43651  0.29
33 H -9.39864 4.79466 -3.59803  0.21
34 H -11.15207 4.45008 -4.26200  0.25
35 H -10.05054 4.67659 -1.18494  0.23
36 H -11.97567 4.65208 -1.52673  0.30
37 H -11.53141 2.08624 -1.36324  0.31
38 H -10.98320 2.34966 -3.20525  0.23
39 H -8.94597 2.81232 -0.63650  0.24
40 H -8.55500 2.83895 -2.49399  0.14
41 H -8.62516 0.32442 -0.60066  0.29
42 H -9.88383 0.13375 -2.00296  0.29
43 H -8.03027 0.21834 -3.77461  0.24
44 H -6.82019 1.22399 -2.72295  0.35
45 H -7.36778 -1.49726 -1.32648  0.35
46 H -6.75384 -1.78812 -3.12047  0.34
47 H -5.05580 -1.24757 -0.66528  0.32
48 H -5.25468 0.48746 -1.38201  0.28
49 H -4.61526 -1.04077 -3.83315  0.36
50 H -3.49397 0.15798 -2.90508  0.25
51 H -2.41643 -2.31783 -3.50686  0.31
52 H -3.67150 -3.06945 -2.31326  0.31
53 H -1.74293 -2.94785 -0.81757  0.30
54 H -2.48886 -1.25560 -0.40471  0.28
55 H -0.41593 -0.21526 -1.13733  0.23
56 H -0.63233 -0.96943 -2.89620  0.30
57 H 0.63319 -2.74263 -0.38811  0.33
58 H 0.63299 -3.16008 -2.22612  0.24
59 H 2.04566 -0.64396 -2.41030  0.30
60 H 2.82694 -2.36741 -2.42550  0.38
61 H 2.28320 -1.03787 0.46065  0.38
62 H 3.44863 -0.01499 -0.61332  0.36
63 H 4.35289 -3.01618 -0.79562  0.50
64 H 2.82224 -2.77815 1.65771  0.43
65 H 4.30542 -3.87165 1.43041  0.30
66 H 3.41892 -2.00801 3.77800  0.31
67 H 5.17520 -2.12557 4.45129  0.32
68 H 3.31346 0.30412 4.25188  0.41
69 H 4.62753 0.71735 2.96557  0.28
70 H 4.77632 0.23213 6.21778  0.31
71 H 6.27085 -0.42446 5.27055  0.30
72 H 6.36659 2.08071 6.32385  0.31
73 H 7.07071 1.90204 4.56857  0.21
74 H 4.95914 3.82744 5.63765  0.32
75 H 3.98197 2.73798 4.43768  0.29
76 H 6.31541 3.10233 2.78849  0.14
77 H 5.18291 4.69320 2.99054  0.30
78 H 6.81015 4.43746 4.02586  0.28
79 H 7.15518 -0.56688 3.24200  0.27
80 H 9.01840 -2.05486 -2.17506  0.31
81 H 7.58416 -1.08571 -2.92939  0.30
82 H 8.54447 -0.37157 -1.46883  0.20
83 H 8.90911 -3.88288 -0.01073  0.39
84 H 8.72615 -2.51466 1.27462  0.26
85 H 7.49993 -4.00154 1.27737  0.26

Force components x, y, z for each atom (eV/Å):
-0.02 -0.25 0.26
0.56 -0.22 -0.68
0.94 0.74 0.23
-0.15 0.03 -0.80
0.15 0.43 1.02
-0.01 0.03 -0.87
-0.60 -0.28 0.53
-0.73 0.89 -0.05
-0.47 0.08 -0.32
-0.32 0.09 -0.22
0.25 -1.18 0.04
-0.93 0.49 0.37
-0.76 -0.34 -1.21
-0.38 0.11 -0.45
0.56 1.53 -1.35
-3.38 -1.89 2.01
2.65 -1.30 -1.38
2.48 3.25 1.41
-1.32 -0.47 1.15
-0.38 -0.06 1.52
0.43 0.63 0.22
-0.14 0.29 1.19
0.90 1.24 0.35
0.24 -0.66 0.07
-5.72 -2.66 -2.06
-2.15 -1.40 -0.30
-1.03 -0.60 0.78
1.72 -0.18 3.36
0.59 -1.72 -1.89
1.78 0.95 -0.19
1.24 -0.17 0.93
0.45 -2.52 0.11
-2.33 0.48 0.31
1.17 1.22 1.81
-2.17 -0.72 -1.39
2.25 -0.66 -0.89
1.41 1.14 -1.37
0.34 0.56 2.54
-0.64 -1.23 -2.08
-1.27 -1.06 1.71
-0.55 0.78 -2.33
2.25 0.90 0.34
1.01 0.18 2.29
-1.84 -1.63 0.29
1.33 0.88 -1.97
0.20 1.59 1.96
-0.07 0.91 -2.03
0.09 -2.47 -0.46
1.33 0.27 2.17
-0.78 -2.04 0.20
-1.10 0.40 2.00
1.26 1.89 -0.32
-0.55 2.25 -0.87
1.08 -1.10 -1.85
0.21 -2.09 -1.36
0.65 -0.57 2.50
0.41 1.07 -1.84
0.15 1.87 1.76
0.35 -1.92 1.23
-1.00 1.69 1.61
1.74 -0.33 -1.44
-0.81 -2.32 0.42
0.77 2.59 0.87
2.38 0.99 -0.38
-0.70 2.28 -0.22
2.54 0.78 -0.49
-1.22 1.31 -1.88
2.42 -0.70 -1.01
-0.10 -1.44 1.69
1.21 0.18 -2.39
-1.72 1.36 -0.18
-0.46 -0.63 -2.51
-2.17 -0.28 1.13
0.07 -1.79 -1.93
2.21 0.46 0.34
-1.14 1.86 1.32
1.49 -1.67 1.15
-2.14 -1.01 -0.99
0.15 0.22 -1.68
-2.10 1.33 0.70
0.57 -0.75 2.25
-0.84 -1.80 -0.83
-1.91 1.46 1.11
-1.07 -1.43 -1.11
1.13 1.83 -1.66

Values from the calculation:
total charge	+1
SMILES string	CCCCCCCCCCCCCCC[C@@H]1CN(CCCCCC)C(NCl)=[N+]1P(C)C
HOMO	-11.247	eV
multiplicity	1
LUMO	-3.74	eV
relative energy (zero: lowest compared OMol25 entry of this formula, charge and spin)	327.3	kcal/mol

Among the records above, which one has the highest relative energy (zero: lowest compared OMol25 entry of this formula, charge and spin)?
C26H54ClN3P

Which value of multiplicity does entry 1 give?
2